Molecular formula: C4H6N2O2P
Method: DFT, ωB97M-V/def2-TZVPD

Last column: Löwdin charge in e.
Cartesian coordinates (Å):
P  1.520  -0.455  0.027  0.364
O  1.876  -0.533  1.535  -0.428
O  2.063  -1.382  -0.962  -0.356
N  -0.272  -0.510  0.037  -0.153
N  -2.388  -0.769  -0.583  0.019
C  -1.109  -0.808  -0.941  -0.273
C  -1.039  -0.259  1.125  -0.126
C  1.442  1.378  -0.487  -0.180
C  -2.365  -0.389  0.732  -0.177
H  0.814  1.605  -1.383  0.040
H  -3.163  -0.092  1.273  0.037
H  -0.826  -1.417  -1.773  0.106
H  -0.476  0.017  1.977  0.083
H  2.467  1.568  -0.935  0.031
H  1.457  2.046  0.355  0.012

Calculated values
**Total charge**: -1
**Frontier orbital gap**: 8.970 eV
**SMILES string**: C[P@](=O)([O-])n1ccnc1
**E_tot**: -757.50930 Eh
**HOMO level**: -4.922 eV
**ΔE to the lowest compared entry with this formula, charge and spin**: 0.1045 eV
**Molar mass**: 145.1 g/mol